# 1
Density functional theory data (ωB97M-V/def2-TZVPD) for a molecular structure, C22H25BrClN5O5PRhS.

XYZ file:
```
62
Properties=species:S:1:pos:R:3
Rh 0.67 -0.41 0.21
O 4.74 -3.03 3.98
C 3.97 -2.31 3.17
C 4.20 -0.97 2.84
C 3.32 -0.34 1.98
N 2.27 -0.96 1.45
C 2.05 -2.23 1.79
Br 0.51 -2.87 0.85
C 2.85 -2.96 2.63
H 5.52 -2.54 4.27
H 5.05 -0.44 3.24
H 3.45 0.69 1.68
H 2.65 -4.00 2.86
O -3.22 -1.10 -0.86
S -2.40 0.07 -0.75
O -2.32 0.75 0.51
N -0.85 -0.24 -1.13
C -0.51 -0.71 -2.40
C -1.34 -0.93 -3.48
C -0.79 -1.33 -4.72
C 0.55 -1.51 -4.91
C 1.42 -1.32 -3.82
C 2.82 -1.49 -3.88
C 3.58 -1.30 -2.76
C 2.96 -0.95 -1.56
N 1.65 -0.78 -1.47
C 0.87 -0.94 -2.58
C -2.94 1.24 -1.95
C -2.17 2.37 -2.19
C -2.61 3.31 -3.11
C -3.82 3.11 -3.77
C -4.58 1.98 -3.52
C -4.14 1.03 -2.61
H -2.40 -0.80 -3.40
H -1.47 -1.49 -5.55
H 0.95 -1.81 -5.87
H 3.27 -1.77 -4.82
H 4.66 -1.41 -2.78
H 3.55 -0.79 -0.67
H -1.21 2.49 -1.69
H -2.01 4.18 -3.32
H -4.16 3.85 -4.49
H -5.52 1.84 -4.04
H -4.72 0.14 -2.41
Cl 1.20 1.80 0.09
N -1.61 2.79 1.82
C -0.63 2.45 2.90
P -0.98 0.67 3.19
O -2.44 0.60 3.36
O -0.15 -0.16 2.23
C -0.33 0.09 4.82
N -0.72 -1.37 4.79
H -2.50 2.29 2.02
H -1.27 2.43 0.92
H -1.77 3.79 1.73
H -0.87 3.04 3.78
H 0.38 2.67 2.55
H -0.86 0.55 5.65
H 0.75 0.17 4.95
H -0.39 -1.78 3.91
H -1.75 -1.43 4.77
H -0.37 -1.90 5.58
```

Output
net charge	+2
electronic energy	-146594.706	eV
orbital gap	6.634	eV
highest occupied orbital energy	-12.78	eV

# 2
Density functional theory data (ωB97M-V/def2-TZVPD) for 31 unconnected molecules or ions with the total composition H60NO33.

XYZ file:
```
94
Properties=species:S:1:pos:R:3
N 1.14 3.33 -0.54
O 2.14 3.09 -1.34
O 0.53 4.34 -0.67
O 0.96 2.52 0.34
O 4.39 3.91 -2.89
H 3.52 3.71 -2.43
H 4.71 4.72 -2.49
O 2.79 0.47 -3.17
H 3.73 0.69 -3.02
H 2.44 1.34 -2.87
O -1.56 -2.88 -0.54
H -1.64 -1.94 -0.34
H -2.43 -3.26 -0.32
O 1.14 -3.12 -3.44
H 1.42 -2.83 -4.28
H 0.28 -3.59 -3.52
O 1.31 -1.26 1.08
H 1.10 -1.02 0.20
H 0.97 -0.62 1.65
O 3.63 3.67 1.91
H 3.45 2.74 1.76
H 3.90 4.04 1.05
O -2.29 1.58 3.98
H -2.10 2.29 4.55
H -3.04 1.09 4.25
O 2.26 -5.96 5.37
H 1.89 -5.48 4.58
H 1.85 -5.32 6.06
O 0.86 4.52 3.14
H 1.80 4.43 3.04
H 0.62 3.88 2.46
O -2.62 -3.69 3.54
H -2.02 -4.34 3.93
H -2.31 -2.80 3.50
O -3.97 -1.15 -2.89
H -4.32 -1.91 -2.52
H -4.20 -0.43 -2.31
O -4.47 -0.62 -0.12
H -3.54 -0.36 -0.32
H -4.81 0.08 0.52
O 1.64 4.46 -3.76
H 0.90 3.98 -4.20
H 1.46 4.47 -2.77
O 3.53 1.00 0.63
H 2.85 1.43 0.10
H 3.10 0.12 0.78
O 1.42 0.40 -5.75
H 2.09 0.43 -6.49
H 1.91 0.68 -4.95
O 0.52 -2.32 -6.09
H -0.27 -2.07 -5.60
H 0.86 -1.43 -6.26
O 0.05 1.89 -2.95
H -0.36 1.36 -3.67
H -0.39 2.75 -2.97
O -1.08 -0.52 -4.08
H -0.48 -0.64 -3.33
H -1.98 -0.84 -3.82
O -3.43 2.02 1.17
H -3.53 3.01 1.05
H -2.89 1.92 2.06
O -1.67 0.05 -0.23
H -2.09 0.92 0.08
H -0.91 0.32 -0.75
O 5.27 1.17 -2.23
H 4.95 0.98 -1.35
H 5.34 2.14 -2.39
O 0.97 -3.74 0.70
H 1.34 -2.83 0.88
H -0.01 -3.71 0.64
O -3.96 -3.89 1.12
H -4.02 -4.83 1.03
H -3.45 -3.76 1.97
O 1.67 -5.26 2.60
H 1.63 -4.78 1.69
H 2.40 -5.88 2.42
O -3.64 -0.72 2.96
H -4.02 -1.31 2.28
H -2.79 -0.38 2.58
O 0.23 0.63 2.75
H -0.73 0.68 3.21
H 0.39 1.47 2.26
O 0.71 -0.81 -1.58
H 1.44 -0.34 -2.03
H 0.77 -1.64 -1.98
O -1.09 -6.04 4.12
H -0.67 -6.29 5.01
H -0.31 -5.88 3.54
O -1.83 4.31 4.24
H -0.90 4.32 4.25
H -2.19 4.55 3.36
O -2.27 4.62 1.19
H -1.51 4.42 0.63
H -2.50 5.56 1.03
```

Output
net charge	-1
electronic energy	-70035.833	eV
orbital gap	9.650	eV
highest occupied orbital energy	-7.78	eV

# 3
Density functional theory data (ωB97M-V/def2-TZVPD) for 2 unconnected molecules or ions with the total composition C2H2FOS.

XYZ file:
```
7
Properties=species:S:1:pos:R:3
C 1.33 -0.42 0.32
C -0.82 0.44 -0.10
O 2.18 0.42 0.33
F -1.06 1.79 -0.39
S 1.05 -2.00 0.30
H -1.67 0.06 0.56
H -1.01 -0.28 -1.01
```

Output
net charge	-1
electronic energy	-17705.793	eV
orbital gap (spin up / spin down)	6.516 / 6.515	eV
highest occupied orbital energy (spin up / spin down)	-2.81 / -2.81	eV

# 4
Density functional theory data (ωB97M-V/def2-TZVPD) for 2 unconnected molecules or ions with the total composition C2H8N2O.

XYZ file:
```
13
Properties=species:S:1:pos:R:3
C 1.79 -0.14 -0.48
C 1.19 0.84 0.48
N -2.09 -1.13 0.45
N -1.46 0.90 -0.26
O -1.43 -0.43 -0.58
H 2.39 -0.72 0.20
H 0.97 -0.76 -1.03
H 2.31 0.13 -1.38
H 1.12 0.32 1.43
H 1.11 1.88 0.38
H -2.93 -0.61 0.76
H -1.55 -1.53 1.24
H -1.43 1.26 -1.21
```

Output
electronic energy	-7224.402	eV
orbital gap (spin up / spin down)	8.059 / 9.647	eV
highest occupied orbital energy (spin up / spin down)	-7.82 / -8.83	eV

# 5
Density functional theory data (ωB97M-V/def2-TZVPD) for 2 unconnected molecules or ions with the total composition C2HN4S.

XYZ file:
```
8
Properties=species:S:1:pos:R:3
C -0.45 0.69 0.55
C 0.75 -0.02 -2.81
N 0.33 0.34 1.54
N -1.16 -0.27 -0.10
N 0.09 -0.98 1.58
N -0.66 -1.36 0.59
S 1.81 -0.21 -1.71
H -0.71 1.81 0.36
```

Output
net charge	-1
electronic energy	-18883.566	eV
orbital gap	8.243	eV
highest occupied orbital energy	-4.91	eV

# 6
Density functional theory data (ωB97M-V/def2-TZVPD) for 2 unconnected molecules or ions with the total composition CH3ClO3S.

XYZ file:
```
9
Properties=species:S:1:pos:R:3
C -0.19 1.54 1.61
O -0.57 -1.33 -0.39
O 1.53 -0.52 -1.39
O -0.87 0.92 0.85
S 0.13 -0.61 -1.66
Cl -0.12 -2.27 -3.15
H -0.53 2.63 1.76
H 0.73 1.03 1.91
H -0.11 -1.39 0.46
```

Output
electronic energy	-30583.897	eV
orbital gap	10.159	eV
highest occupied orbital energy	-10.43	eV